{"formula": "C27H25F16NO5S2", "method": "ωB97M-V/def2-TZVPD", "charge": 0, "max_force_ev_per_a": 9.31, "homo_lumo_gap_ev": 7.25, "smiles": "O=C(O)OCCCSC(=S)N(c1ccccc1)c1ccccc1.FC(F)C(F)(F)COC(F)(F)C(F)F.FC(F)C(F)(F)COC(F)(F)C(F)F", "e_tot_ev": -105261.0301, "species": ["O", "C", "O", "O", "C", "C", "C", "S", "C", "S", "N", "C", "C", "C", "C", "C", "C", "C", "C", "C", "C", "C", "C", "H", "H", "H", "H", "H", "H", "H", "H", "H", "H", "H", "H", "H", "H", "H", "H", "H", "F", "C", "F", "C", "F", "F", "C", "O", "C", "F", "F", "C", "F", "F", "H", "H", "H", "H", "F", "C", "F", "C", "F", "F", "C", "O", "C", "F", "F", "C", "F", "F", "H", "H", "H", "H"], "xyz": [[-0.93962, -6.66859, 1.96653], [-0.52631, -5.70856, 1.12186], [0.71724, -4.95172, 1.36606], [-1.40558, -5.45666, -0.05714], [-1.84514, -4.03131, -0.04528], [-1.06291, -3.28585, -1.29651], [-0.86711, -1.66912, -1.10498], [0.00584, -1.19095, 0.51446], [-0.26312, 0.63398, 0.83185], [-0.82318, 1.58750, -0.50438], [-0.01306, 1.38518, 2.11620], [1.38459, 1.19701, 2.65851], [2.55189, 2.22896, 2.05084], [4.11671, 2.12568, 2.63211], [4.49760, 1.02031, 3.81353], [3.35759, -0.03268, 4.40731], [1.81062, 0.08936, 3.81847], [-1.09007, 1.18361, 3.15345], [-1.99333, -0.16099, 3.39631], [-3.13814, -0.17803, 4.61223], [-3.43450, 1.13144, 5.58954], [-2.52502, 2.47706, 5.34781], [-1.37942, 2.47115, 4.17358], [1.16266, -4.68592, 0.50838], [-3.02039, -4.06905, -0.23715], [-1.63927, -3.53613, 0.99478], [-1.77514, -3.43180, -2.24338], [-0.07178, -3.87201, -1.56479], [-0.30873, -1.27387, -2.06326], [-1.93820, -1.19059, -1.09947], [2.23404, 3.02155, 1.21693], [4.94141, 2.84861, 2.21629], [5.60407, 0.98196, 4.23762], [3.68135, -0.80858, 5.25096], [1.02766, -0.65518, 4.27029], [-1.82583, -1.11817, 2.74507], [-3.76599, -1.17934, 4.78274], [-4.24577, 1.16781, 6.43378], [-2.68351, 3.43659, 6.03161], [-0.72388, 3.43349, 4.04545], [0.33569, -5.06360, -6.50499], [-0.36063, -4.79555, -7.63457], [-0.10941, -3.49276, -7.93581], [-1.85939, -5.02671, -7.46604], [-2.39614, -4.17170, -6.55552], [-2.47012, -4.72924, -8.65632], [-2.25664, -6.46546, -7.10070], [-2.48110, -6.72804, -5.71241], [-1.31008, -7.00568, -4.94638], [-0.26834, -7.21244, -5.78609], [-1.53971, -8.19871, -4.33707], [-1.02170, -5.93209, -3.88818], [-0.89129, -4.70027, -4.44291], [0.14224, -6.18878, -3.23434], [0.04477, -5.40555, -8.44572], [-3.23281, -6.64412, -7.56871], [-1.59591, -7.21216, -7.55787], [-1.82773, -5.88458, -3.14999], [3.41022, 6.93964, 1.45656], [2.89879, 6.12574, 2.40980], [3.49751, 4.91613, 2.23802], [1.38211, 5.99123, 2.31134], [1.00960, 5.38902, 1.15085], [0.96556, 5.15293, 3.31233], [0.60284, 7.30624, 2.46872], [0.20758, 7.95772, 1.25793], [1.20327, 8.78271, 0.65532], [2.22204, 8.96007, 1.52926], [0.62851, 10.00459, 0.50046], [1.66965, 8.25453, -0.70815], [2.15430, 6.98988, -0.61945], [2.67293, 9.02040, -1.21318], [3.19924, 6.50614, 3.38932], [-0.34556, 7.04631, 2.95538], [1.08588, 7.99909, 3.16856], [0.84558, 8.24890, -1.42768]], "forces_ev_per_angstrom": [[3.2724, 6.7405, -5.5302], [-2.1869, -4.6806, 3.3576], [-3.1066, -1.7552, -1.9968], [2.5071, 1.2244, 3.4474], [-0.2280, 0.5831, -0.7872], [-0.7342, -0.2451, 0.0125], [-1.1069, 0.1355, -1.4881], [-0.2927, 0.9220, 0.2564], [-1.1961, 1.8191, -2.7632], [1.0537, -1.9652, 2.8602], [0.2635, -2.9321, 1.1485], [4.6492, 0.1213, 1.3397], [0.8177, -2.8630, 2.8687], [-3.1903, -2.7609, 1.6005], [-3.6251, 0.1246, -1.4664], [-0.7772, 3.5267, -3.2207], [2.8125, 1.8471, -0.9582], [-3.3502, 0.0389, 3.7252], [-0.3946, 3.3289, 2.4472], [1.5701, 3.0035, -0.2467], [3.4550, 0.3232, -3.4279], [0.8095, -3.5865, -2.4630], [-2.0091, -2.4397, 0.5597], [-1.0967, -0.4047, 1.0802], [2.6527, 0.1533, 0.4453], [-0.3212, -0.9031, -2.0444], [1.6812, 0.5416, 1.9463], [-1.9179, 1.3346, 0.8078], [-0.9800, -0.5759, 2.1680], [2.1393, -0.7426, 0.0832], [0.8199, -2.0346, 2.1126], [-1.8822, -1.6305, 0.9493], [-2.6509, 0.0972, -1.0589], [-1.0179, 1.8889, -2.1318], [1.4945, 1.7517, -1.0859], [-0.4047, 2.0984, 1.3945], [1.5963, 2.5253, -0.4805], [1.7431, -0.3876, -1.9408], [0.4576, -2.3331, -1.7477], [-1.3813, -2.1448, 0.1629], [-0.1110, 0.3025, -0.5523], [0.8256, 0.6899, -0.2552], [-0.3504, -0.1814, -0.0364], [-0.8409, 0.1359, 0.5678], [0.3706, -0.1453, -0.2389], [0.5383, -0.2381, 0.0623], [-0.8413, -0.6899, -0.3219], [1.8104, 0.3944, 0.5467], [-1.0049, -1.0712, -1.5521], [-0.1277, -0.2074, 0.8808], [0.1294, 0.7809, 0.1784], [0.1041, 0.6553, 0.6184], [-0.2570, -0.4358, 0.2249], [-0.2514, -0.3010, -0.3282], [-0.1551, -0.1085, -0.0096], [0.1399, 0.2729, 0.2189], [0.0697, 0.3626, 0.1848], [-0.0296, -0.2282, -0.1237], [0.0112, -0.5040, 0.4260], [0.9709, -0.3728, 0.0171], [-0.3256, 0.2724, 0.0707], [-0.8392, -0.1497, -0.6490], [0.3629, 0.1381, 0.3039], [0.4516, 0.3601, 0.0720], [-0.9654, 0.3003, 0.5097], [1.8005, 0.3215, -0.5916], [-1.0886, 0.0920, 1.7863], [-0.2470, 0.4638, -0.7369], [0.2855, -0.5603, -0.4311], [0.2983, -0.4523, -0.8418], [-0.4264, 0.4781, -0.0503], [-0.3329, 0.1135, 0.4398], [-0.1745, 0.0388, 0.0473], [0.1820, -0.1394, -0.3029], [0.1496, -0.2448, -0.2962], [-0.0760, 0.1125, 0.2271]], "lowdin_charge": [0.02, -0.29, 0.04, -0.11, -0.17, -0.21, -0.47, 0.78, -0.95, 0.60, -0.19, -0.15, 0.02, -0.06, -0.07, -0.06, 0.00, -0.15, -0.01, -0.06, -0.08, -0.07, 0.02, 0.13, 0.15, 0.12, 0.13, 0.12, 0.10, 0.09, 0.10, 0.08, 0.08, 0.09, 0.09, 0.05, 0.09, 0.08, 0.09, 0.08, 0.08, -0.29, 0.09, -0.43, 0.12, 0.10, -0.05, 0.03, -0.48, 0.12, 0.14, -0.27, 0.08, 0.09, 0.17, 0.15, 0.15, 0.17, 0.09, -0.28, 0.06, -0.43, 0.12, 0.09, -0.05, 0.03, -0.48, 0.12, 0.14, -0.26, 0.09, 0.09, 0.18, 0.15, 0.15, 0.18]}